A cluster of 6 separate species, H12O6 in total, computed with ωB97M-V with the def2-TZVPD basis set.

## Properties
Electronic energy (eV): -12479.6053
Spin multiplicity: 1
Orbital gap (eV): 10.873
Energy above the lowest of the compared OMol25 structures with the same formula, charge and spin (kJ/mol): 145.5
LUMO energy (eV): 0.157
Net charge: 0
HOMO energy (eV): -10.72
Structure (SMILES): O.O.O.O.O.O

```
18
Properties=species:S:1:pos:R:3:lowdin_charge:R:1
O -4.573 -7.308 -14.319 -0.0550
H -5.352 -7.164 -14.873 0.0413
H -3.853 -7.436 -14.949 0.0125
O -6.795 -9.043 -15.868 -0.0540
H -6.399 -9.793 -15.411 0.0377
H -6.968 -9.363 -16.761 0.0430
O -3.054 -8.563 -16.819 -0.0459
H -2.342 -7.927 -16.694 0.0343
H -3.045 -9.112 -16.024 0.0387
O -1.203 -7.534 -13.756 -0.0532
H -0.991 -7.863 -14.633 0.0177
H -1.111 -8.301 -13.174 0.0434
O -7.954 -5.579 -16.713 -0.0605
H -7.901 -4.685 -17.068 0.0328
H -7.627 -5.504 -15.810 0.0288
O -3.599 -8.340 -11.952 -0.0878
H -3.986 -8.353 -12.852 -0.0031
H -3.434 -7.409 -11.781 0.0290
```


A cluster of 2 separate species, C4H9N2 in total at a distorted geometry, computed with ωB97M-V with the def2-TZVPD basis set.

## Properties
Electronic energy (eV): -7262.3238
Spin multiplicity: 1
Orbital gap (spin up / spin down) (eV): 7.996 / 7.998
Energy above the lowest of the compared OMol25 structures with the same formula, charge and spin (kJ/mol): 561.3
LUMO energy (spin up / spin down) (eV): -5.028 / -5.027
Net charge: +1
HOMO energy (spin up / spin down) (eV): -13.02 / -13.02

```
15
Properties=species:S:1:pos:R:3:lowdin_charge:R:1
C -1.245 0.171 0.036 -0.3078
C -0.552 1.068 0.654 -0.0049
C -2.132 -0.878 0.008 -0.0067
C 1.771 -0.174 -0.707 -0.0076
N -0.487 1.067 -0.810 0.1177
N 1.926 0.062 0.614 0.1143
H -0.493 1.867 1.475 0.1578
H -2.487 -1.180 -0.960 0.1009
H -3.080 -0.525 0.396 0.1111
H -1.659 -1.624 0.807 0.1699
H 0.422 0.690 -1.236 0.0423
H 2.374 0.407 -1.469 0.1405
H 1.516 -1.174 -1.039 0.1131
H 2.568 0.774 0.908 0.1326
H 1.557 -0.551 1.322 0.1269
```


A cluster of 8 separate species, C13H23Br10Cl9 in total at a distorted geometry, computed with ωB97M-V with the def2-TZVPD basis set.

## Properties
Electronic energy (eV): -826979.5050
Spin multiplicity: 1
Orbital gap (eV): 9.846
Energy above the lowest of the compared OMol25 structures with the same formula, charge and spin (kJ/mol): 200.8
LUMO energy (eV): -0.148
Net charge: 0
HOMO energy (eV): -9.99
Structure (SMILES): ClC(Cl)Cl.ClC(Cl)Cl.ClC(Cl)Cl.BrCCBr.BrCCBr.BrCCBr.BrCCBr.BrCCBr

```
55
Properties=species:S:1:pos:R:3:lowdin_charge:R:1
Cl -6.017 -0.895 -3.860 0.5229
C -7.652 -0.293 -3.788 -1.6193
Cl -8.674 -1.403 -4.646 0.5396
Cl -7.773 1.330 -4.433 0.5406
H -7.880 -0.355 -2.724 0.0163
Cl -6.014 -2.661 3.327 0.4575
C -5.377 -1.151 4.132 -1.5275
Cl -6.173 0.239 3.470 0.5508
Cl -3.621 -1.087 3.892 0.5031
H -5.540 -1.311 5.198 0.0163
Cl 2.989 1.595 7.313 0.5182
C 2.350 0.476 6.095 -1.5073
Cl 1.981 -1.134 6.736 0.5132
Cl 3.485 0.334 4.678 0.4669
H 1.392 0.877 5.767 0.0092
Br 6.265 -7.656 1.898 0.5770
C 5.956 -5.785 1.446 -0.6972
C 4.519 -5.425 1.092 -0.6689
Br 3.284 -6.191 2.392 0.5743
H 6.554 -5.671 0.542 0.0479
H 6.404 -5.250 2.283 0.0523
H 4.383 -5.853 0.099 0.0616
H 4.286 -4.361 1.124 0.0531
Br 6.086 3.295 -1.415 0.5807
C 6.054 5.251 -1.178 -0.7143
C 5.751 5.734 0.239 -0.6477
Br 5.847 7.720 0.321 0.5769
H 5.324 5.658 -1.878 0.0486
H 6.998 5.618 -1.579 0.0471
H 6.598 5.402 0.839 0.0491
H 4.757 5.397 0.534 0.0603
Br 0.725 1.986 -3.079 0.5355
C -0.221 0.750 -1.835 -0.6388
C 0.531 0.780 -0.445 -0.6264
Br 0.097 2.540 0.380 0.5445
H -0.222 -0.236 -2.298 0.0497
H -1.235 1.147 -1.885 0.0357
H 1.603 0.583 -0.427 0.0553
H 0.085 0.039 0.218 0.0435
Br -0.322 8.057 -3.019 0.5733
C -2.207 7.382 -3.132 -0.6594
C -2.860 7.503 -1.747 -0.6290
Br -4.837 6.955 -1.811 0.5159
H -2.228 6.365 -3.524 0.0565
H -2.850 7.925 -3.823 0.0487
H -2.868 8.481 -1.266 0.0467
H -2.243 6.864 -1.116 0.0478
Br -2.710 -9.753 -1.482 0.5620
C -1.973 -8.036 -0.783 -0.7021
C -2.444 -6.804 -1.524 -0.6596
Br -1.703 -5.247 -0.536 0.5880
H -0.890 -8.138 -0.858 0.0488
H -2.200 -8.019 0.283 0.0442
H -3.520 -6.707 -1.668 0.0591
H -2.051 -6.859 -2.540 0.0585
```


A structure of composition C2H4N2O at a distorted geometry, computed with ωB97M-V with the def2-TZVPD basis set.

## Properties
Electronic energy (eV): -7162.0579
Spin multiplicity: 1
Orbital gap (spin up / spin down) (eV): 8.508 / 8.502
Energy above the lowest of the compared OMol25 structures with the same formula, charge and spin (kJ/mol): 426.6
LUMO energy (spin up / spin down) (eV): -0.190 / -0.199
Net charge: 0
HOMO energy (spin up / spin down) (eV): -8.70 / -8.70

```
9
Properties=species:S:1:pos:R:3:lowdin_charge:R:1
C 0.451 0.003 0.549 -0.5373
N 0.634 0.832 -0.644 0.1457
C -0.808 -0.787 0.231 -0.2591
N -1.260 0.482 -0.233 0.1005
O 1.159 0.044 1.515 0.0952
H 1.253 1.625 -0.499 0.1261
H 0.492 0.528 -1.596 0.1152
H -0.671 -1.605 -0.496 0.0966
H -1.250 -1.122 1.173 0.1171
```


An isolated molecule of C20H22N4O3 at a distorted geometry, computed with ωB97M-V with the def2-TZVPD basis set.

## Properties
Electronic energy (eV): -33199.6820
Spin multiplicity: 1
Orbital gap (eV): 8.733
Energy above the lowest of the compared OMol25 structures with the same formula, charge and spin (kJ/mol): 301.4
LUMO energy (eV): 0.186
Net charge: 0
HOMO energy (eV): -8.55
Structure (SMILES): O=C(NCC1CCOCC1)c1n[nH]c2ccc(-c3cncc(CO)c3)cc12

```
49
Properties=species:S:1:pos:R:3:lowdin_charge:R:1
O 0.037 0.704 -1.469 0.0606
C -0.776 -0.184 -1.681 -0.4191
N -1.929 0.095 -2.370 0.0790
C -2.277 1.418 -2.813 -0.1566
C -3.559 1.874 -2.149 -0.3150
C -4.779 1.022 -2.524 -0.1611
C -6.017 1.451 -1.788 -0.1938
O -5.815 1.447 -0.348 -0.1398
C -4.788 2.355 0.061 -0.1992
C -3.494 1.912 -0.605 -0.1366
C -0.571 -1.502 -1.073 -0.1266
N -1.349 -2.561 -1.332 0.1200
N -0.784 -3.613 -0.662 0.0415
C 0.370 -3.260 0.014 -0.1981
C 1.273 -3.969 0.831 -0.0023
C 2.250 -3.267 1.499 -0.0378
C 2.414 -1.882 1.356 -0.1680
C 3.512 -1.164 2.066 -0.1446
C 3.836 -1.452 3.397 -0.0885
N 4.860 -0.891 4.080 0.0643
C 5.614 0.026 3.474 -0.0998
C 5.372 0.414 2.141 -0.1760
C 6.212 1.494 1.513 -0.2479
O 5.538 2.718 1.455 -0.0508
C 4.303 -0.174 1.431 0.0593
C 1.548 -1.203 0.479 0.0699
C 0.516 -1.909 -0.189 -0.0940
H -2.632 -0.614 -2.365 0.1119
H -2.440 1.434 -3.893 0.1258
H -1.507 2.123 -2.558 0.1185
H -3.702 2.945 -2.474 0.1605
H -4.569 0.000 -2.232 0.1085
H -4.962 1.060 -3.633 0.1388
H -6.864 0.819 -2.080 0.1250
H -6.247 2.471 -2.125 0.1221
H -5.094 3.387 -0.080 0.1183
H -4.589 2.263 1.142 0.1259
H -3.253 0.888 -0.264 0.1297
H -2.696 2.572 -0.325 0.1142
H -1.215 -4.525 -0.635 0.1549
H 1.141 -5.032 0.981 0.1080
H 2.934 -3.801 2.150 0.1143
H 3.251 -2.212 3.929 0.1164
H 6.388 0.554 3.981 0.1024
H 7.140 1.631 2.084 0.1171
H 6.477 1.213 0.520 0.1130
H 5.160 2.919 2.335 0.1076
H 4.138 0.150 0.433 0.1179
H 1.622 -0.148 0.313 0.1100
```


A structure of composition C24H58OsP2Si4 at a distorted geometry, computed with ωB97M-V with the def2-TZVPD basis set.

## Properties
Electronic energy (eV): -78366.0069
Spin multiplicity: 5
Orbital gap (spin up / spin down) (eV): 7.550 / 4.317
Energy above the lowest of the compared OMol25 structures with the same formula, charge and spin (kJ/mol): 0.0
LUMO energy (spin up / spin down) (eV): -5.636 / -9.072
Net charge: +2
HOMO energy (spin up / spin down) (eV): -13.19 / -13.39
Expectation value of S²: 6.030

```
89
Properties=species:S:1:pos:R:3:lowdin_charge:R:1
P -4.342 1.839 1.771 0.9805
P -4.279 0.681 -1.149 0.9720
C -5.779 2.234 0.639 -0.3922
C -5.934 1.192 -0.447 -0.3938
H -5.599 3.233 0.231 0.0887
H -6.680 2.286 1.265 0.0976
H -6.419 0.279 -0.085 0.0873
H -6.530 1.575 -1.286 0.0977
C -4.175 2.149 -2.293 -0.2295
H -3.366 1.999 -3.019 0.0615
H -3.993 3.081 -1.738 0.0575
H -5.134 2.230 -2.829 0.0610
C -5.020 -0.490 -2.351 -0.2378
H -5.744 0.060 -2.969 0.0636
H -5.534 -1.291 -1.804 0.0603
H -4.234 -0.918 -2.986 0.0579
C -4.664 3.246 2.901 -0.2361
H -4.008 3.170 3.778 0.0592
H -5.717 3.213 3.217 0.0653
H -4.467 4.186 2.371 0.0594
C -5.325 0.574 2.725 -0.2279
H -5.519 -0.330 2.129 0.0564
H -6.286 1.033 3.001 0.0616
H -4.788 0.290 3.639 0.0616
Os 0.411 -0.002 0.898 1.2324
C -1.022 -0.785 -0.604 -0.2584
C -0.684 0.564 -0.918 -0.2846
C -1.398 1.818 -0.505 -0.2275
C -1.235 2.392 0.912 -0.2060
C -0.741 1.437 1.948 -0.2845
C -1.228 0.114 2.237 -0.2910
C -2.365 -0.618 1.595 -0.2295
C -2.152 -1.289 0.233 -0.2109
C 1.556 -0.237 2.538 -0.3413
H -0.611 -1.535 -1.281 0.0833
H -0.086 0.692 -1.823 0.0735
H -2.480 1.658 -0.661 -0.0157
H -1.121 2.614 -1.219 0.1320
H -0.528 3.235 0.863 0.1291
H -2.198 2.831 1.238 0.0617
H -0.221 1.930 2.778 0.1257
H -1.046 -0.215 3.271 0.1175
H -3.217 0.090 1.495 -0.0201
H -2.718 -1.378 2.314 0.1329
H -2.021 -2.370 0.412 0.1297
H -3.097 -1.204 -0.337 0.0554
H 1.842 -1.289 2.659 0.0146
H 0.970 0.080 3.405 0.0176
H 2.453 0.395 2.471 -0.0135
C 1.457 -3.770 0.769 -0.2130
Si 2.416 -2.995 -0.650 0.3746
C 4.061 -3.917 -0.830 -0.2046
C 1.513 -3.217 -2.284 -0.1903
Si 2.519 -0.687 -0.111 0.4352
Si 4.788 -0.741 0.791 0.4371
C 6.271 -1.349 -0.230 -0.1789
C 5.209 1.035 1.277 -0.1909
C 4.854 -1.846 2.322 -0.1916
Si 3.107 0.611 -2.004 0.3731
C 4.897 0.597 -2.619 -0.2027
C 2.067 0.081 -3.476 -0.1938
C 2.697 2.354 -1.427 -0.2126
H 1.084 -4.748 0.426 0.0470
H 0.595 -3.161 1.079 0.0051
H 2.098 -3.932 1.648 0.0390
H 3.820 -4.952 -1.117 0.0519
H 4.689 -3.490 -1.622 0.0330
H 4.647 -3.954 0.096 0.0254
H 0.581 -2.645 -2.352 0.0072
H 2.151 -2.945 -3.134 0.0347
H 1.265 -4.285 -2.370 0.0555
H 6.488 -0.739 -1.112 0.0100
H 7.146 -1.285 0.435 0.0568
H 6.182 -2.393 -0.551 0.0157
H 4.478 1.459 1.977 0.0299
H 6.186 1.008 1.782 0.0575
H 5.292 1.710 0.415 0.0226
H 4.339 -1.384 3.175 0.0334
H 4.431 -2.847 2.164 0.0236
H 5.915 -1.968 2.594 0.0544
H 5.244 -0.415 -2.865 0.0370
H 4.925 1.195 -3.545 0.0529
H 5.605 1.048 -1.912 0.0267
H 1.014 -0.108 -3.237 0.0101
H 2.112 0.899 -4.209 0.0554
H 2.482 -0.822 -3.945 0.0361
H 1.706 2.415 -0.958 0.0033
H 3.437 2.732 -0.709 0.0327
H 2.703 3.006 -2.313 0.0472
```